ORCA calculation (ωB97M-V/def2-TZVPD) on a molecular structure, C8H9Br3Si at a distorted geometry.

As for the LUMO energy: -0.3272 eV. For the strongest force on any atom, the calculation gives 2.81 eV Å⁻¹. The calculation puts the frontier orbital gap at 0.296 hartree. The relative energy (zero: lowest compared OMol25 entry of this formula, charge and spin) is 0.0 kJ/mol. As for the total energy: -226450.3601 eV.

Geometry as ORCA input:
```
! RIJCOSX wB97M-V def2-TZVPD def2/J DEFGRID3
* xyz 0 1
C -0.93837 2.40397 1.53866
C -1.46886 2.23154 0.27010
C 0.08715 1.58114 1.97227
C -0.95171 1.26363 -0.56501
C 0.59711 0.60080 1.14218
C 0.10556 0.44536 -0.15434
C 2.03653 -1.05460 -0.94333
C 0.62644 -0.55580 -1.08509
Si -0.82886 -2.51771 -0.69529
Br -1.42542 -3.51499 -2.59517
Br 0.31743 -3.97424 0.53685
Br -2.64809 -1.88343 0.41992
H -1.32456 3.17696 2.18717
H -2.28351 2.85254 -0.06979
H 0.49099 1.70578 2.96585
H -1.35633 1.13486 -1.55978
H 1.38480 -0.04108 1.50404
H 2.24471 -1.82610 -1.68180
H 2.72893 -0.22711 -1.11546
H 2.24060 -1.46051 0.04569
H 0.36545 -0.34100 -2.11766
*
```